1.
Entry from OMol25: C35H37FeN2SSb2 as an isolated structure (ωB97M-V/def2-TZVPD).

```
78
Properties=species:S:1:pos:R:3:forces:R:3:lowdin_charge:R:1
Fe -0.490 0.199 0.205 0.5291 0.1440 -0.1687 0.304
C -1.687 0.999 3.573 -0.2241 -0.0748 0.0570 -0.429
C -0.406 1.423 4.297 0.1179 0.0732 -0.0629 -0.360
C 0.826 0.556 4.011 -0.0291 0.0811 0.0375 -0.362
Sb 1.537 0.895 2.034 -0.3803 -0.0721 -0.3131 1.551
C 2.354 2.838 2.297 -0.0466 0.1466 0.0908 -0.355
C 3.730 3.041 2.258 0.0424 -0.0238 -0.0642 -0.113
C 4.259 4.310 2.455 -0.0181 0.0037 0.0030 -0.072
C 3.421 5.387 2.704 -0.0378 -0.0085 0.0092 -0.072
C 2.047 5.195 2.755 0.0842 0.0004 -0.0016 -0.068
C 1.518 3.929 2.549 -0.0454 -0.0412 0.0190 -0.147
C 3.311 -0.227 1.874 0.0947 -0.0955 0.1365 -0.401
C 3.908 -0.815 2.987 -0.0265 -0.0017 0.0332 -0.119
C 5.093 -1.526 2.853 0.0087 -0.0035 -0.0338 -0.074
C 5.691 -1.650 1.607 -0.0150 0.0124 -0.0020 -0.072
C 5.103 -1.066 0.494 0.0042 -0.0141 0.0234 -0.074
C 3.916 -0.361 0.626 -0.0240 0.0337 -0.0449 -0.144
Sb -2.770 1.842 1.860 -0.0214 0.3592 0.1966 1.474
C -2.448 3.882 2.467 0.0368 -0.0069 -0.1499 -0.399
C -2.226 4.230 3.796 0.0035 -0.0530 0.0646 -0.144
C -2.031 5.556 4.163 -0.0062 0.0657 -0.0337 -0.076
C -2.069 6.557 3.203 -0.0200 -0.0548 -0.0174 -0.080
C -2.310 6.225 1.876 0.0161 0.0256 0.0796 -0.075
C -2.499 4.899 1.514 0.0103 0.0215 -0.0767 -0.139
C -1.679 2.155 -0.047 -0.0250 -0.0928 0.1945 -0.517
C -0.502 2.896 -0.214 -0.0432 0.0805 -0.0935 -0.172
C -0.114 3.344 -1.471 0.0015 0.0046 0.0239 -0.050
C -0.902 3.077 -2.579 0.0403 0.0089 -0.0037 -0.054
C -2.085 2.365 -2.438 -0.0604 -0.0449 0.0564 -0.080
C -2.466 1.905 -1.186 -0.0158 -0.0530 0.0748 -0.164
H -2.532 1.224 4.238 0.0302 -0.0776 0.0697 0.035
H -1.726 -0.082 3.448 0.0128 0.0028 0.0028 -0.020
H -0.600 1.352 5.371 -0.0461 -0.0097 -0.0024 0.116
H -0.185 2.479 4.124 0.0672 -0.0630 -0.0037 0.065
H 0.581 -0.504 4.106 0.0146 -0.0031 0.0267 0.064
H 1.624 0.792 4.715 0.0126 -0.0103 -0.0019 0.065
H 4.402 2.212 2.071 -0.0062 -0.0148 0.0022 0.093
H 5.331 4.455 2.417 0.0019 -0.0050 0.0041 0.109
H 3.838 6.373 2.863 -0.0013 0.0013 -0.0062 0.109
H 1.383 6.025 2.957 -0.0042 0.0013 -0.0024 0.105
H 0.440 3.815 2.606 0.0114 -0.0016 -0.0349 0.070
H 3.457 -0.723 3.968 -0.0049 0.0099 -0.0045 0.094
H 5.550 -1.980 3.722 -0.0045 0.0007 0.0044 0.109
H 6.616 -2.202 1.503 0.0017 -0.0010 0.0023 0.109
H 5.568 -1.160 -0.479 -0.0005 0.0010 -0.0025 0.109
H 3.469 0.091 -0.253 0.0036 0.0042 0.0107 0.090
H -2.191 3.475 4.571 -0.0376 -0.0114 -0.0005 0.088
H -1.851 5.805 5.200 -0.0070 -0.0042 0.0084 0.109
H -1.923 7.590 3.488 0.0106 0.0004 0.0004 0.108
H -2.353 7.002 1.123 -0.0034 -0.0124 -0.0112 0.108
H -2.679 4.670 0.469 -0.0056 -0.0284 0.0240 0.096
H 0.100 3.173 0.637 0.0075 0.0183 0.0422 0.053
H 0.797 3.919 -1.575 0.0063 -0.0021 0.0034 0.120
H -0.600 3.433 -3.556 -0.0027 0.0190 -0.0082 0.118
H -2.714 2.177 -3.298 -0.0031 -0.0080 0.0040 0.116
H -3.410 1.379 -1.075 -0.0189 0.0017 -0.0203 0.090
C 0.555 -0.320 -1.464 0.0416 -0.0275 -0.1915 -0.209
C -0.194 -1.330 -2.241 0.0185 -0.2117 0.0449 -0.329
C -1.078 -0.977 -3.268 -0.0508 0.0597 0.0339 -0.068
C -1.844 -1.931 -3.922 -0.0180 -0.0140 -0.0265 -0.097
C -1.745 -3.275 -3.578 0.0617 -0.0133 -0.0097 -0.117
C -0.840 -3.649 -2.588 -0.0230 -0.0196 -0.0236 -0.104
C -0.083 -2.694 -1.931 -0.0122 0.0688 0.0148 -0.075
H 0.767 0.572 -2.058 0.0417 0.0202 0.0713 0.060
H 1.490 -0.739 -1.081 0.0314 0.0183 -0.0601 0.035
H -1.165 0.064 -3.554 0.0338 -0.0126 -0.0113 0.094
H -2.511 -1.625 -4.718 -0.0087 -0.0047 -0.0126 0.106
H -2.322 -4.021 -4.107 -0.0138 -0.0119 -0.0093 0.102
H -0.719 -4.695 -2.335 0.0055 -0.0047 -0.0066 0.106
H 0.614 -2.996 -1.156 0.0045 -0.0213 -0.0154 0.116
N -3.044 -1.905 -0.827 -0.0877 -0.1312 -0.0331 0.152
C -2.459 -2.487 0.217 -0.0460 0.1213 -0.0768 -0.847
N -2.668 -3.780 0.429 -0.0518 -0.0933 -0.1295 0.134
S -1.502 -1.627 1.336 0.0766 0.0023 0.2569 0.687
H -3.271 -2.457 -1.647 0.0183 0.0624 0.0665 0.109
H -2.795 -0.949 -1.014 -0.0060 0.0234 -0.0768 0.067
H -3.272 -4.319 -0.170 0.0326 -0.0283 0.0166 0.128
H -2.165 -4.244 1.164 -0.0328 -0.0109 0.0371 0.108
```
Positions in Å, forces in eV/Å.

Output
Energy above the lowest of the compared OMol25 structures with the same formula, charge and spin = 0.0 kcal per mole
Spin multiplicity = 5
Total charge = +1
Expectation value of S² = 6.02

=====

2.
Entry from OMol25: an isolated molecule of C5H9N3 in a non-equilibrium geometry (ωB97M-V/def2-TZVPD).

```
17
Properties=species:S:1:pos:R:3:forces:R:3:lowdin_charge:R:1
C 0.671 0.520 0.151 -0.4966 0.0543 -0.7745 -0.314
C -1.246 -1.018 0.595 1.7799 -1.7273 0.3933 -0.044
C -0.950 -0.637 -0.975 -1.1833 -7.2151 1.9983 -0.296
C -1.138 0.196 -2.165 0.9599 0.3410 0.4292 0.036
C -0.566 0.635 -0.794 3.2328 6.1374 0.9544 -0.209
H 3.259 1.520 1.270 -1.3802 -4.0920 1.0366 0.158
H 2.042 0.657 2.172 0.8228 -0.2630 -0.7689 0.073
H 0.778 -0.978 1.664 -0.7411 0.3060 -0.6522 0.115
H -2.009 -0.401 1.130 0.4749 -0.4300 -0.7165 0.102
H -1.263 -2.136 1.016 -0.3161 2.2951 -1.3918 0.137
H -0.079 -1.231 -1.047 0.7002 -0.9219 -0.8307 0.122
H -0.698 0.097 -3.164 0.6570 -0.4673 0.9359 0.117
H -2.106 0.458 -2.276 -2.9956 1.7024 -0.3789 0.054
H -1.226 1.132 -0.091 -0.8239 0.8171 -0.8780 0.134
N 2.565 0.555 1.253 3.3863 4.6354 2.5660 -0.083
N 1.777 1.168 0.312 -3.7762 -1.1957 -2.9572 -0.093
N 0.188 -0.536 0.949 -0.3008 0.0236 1.0350 -0.010
```
Positions in Å, forces in eV/Å.

Output
SMILES = N/N=C1\NC[C@H]2C[C@H]12
Energy above the lowest of the compared OMol25 structures with the same formula, charge and spin = 164.0 kcal per mole
Spin multiplicity = 1
Total charge = 0

=====

3.
Entry from OMol25: C21H49FNO4PS2 as an isolated structure in a non-equilibrium geometry (ωB97M-V/def2-TZVPD).

```
79
Properties=species:S:1:pos:R:3:forces:R:3:lowdin_charge:R:1
C 3.398 -2.013 1.006 -0.0976 0.1091 0.0957 -0.106
C 3.189 -1.025 -0.142 0.0930 0.0130 0.0620 -0.260
C 3.585 0.420 0.212 0.0577 -0.1198 -0.0881 -0.207
C 2.434 1.282 0.758 -0.0230 -0.0931 0.0428 -0.197
C 2.439 2.740 0.272 -0.1456 -0.1284 0.1215 -0.208
C 1.565 2.944 -0.967 0.2541 0.0493 -0.1881 -0.211
C 1.948 2.035 -2.135 -0.2146 -0.1987 0.1485 -0.226
C 1.132 2.311 -3.393 0.1839 0.1802 -0.0334 -0.212
C 1.548 1.510 -4.645 -0.2584 -0.1568 0.1585 -0.191
C 1.978 0.033 -4.456 0.0025 -0.0668 -0.2239 -0.194
C 1.073 -1.043 -5.098 0.1200 -0.2505 0.2663 -0.205
C 0.029 -1.671 -4.153 0.1589 0.3484 0.0234 -0.195
C -0.786 -0.639 -3.355 -0.2269 0.0784 -0.2236 -0.203
C -2.238 -1.064 -3.097 0.1294 -0.2405 -0.0877 -0.207
C -2.389 -2.151 -2.023 0.2622 -0.3051 0.1666 -0.240
N -2.918 -1.727 -0.687 0.0375 0.9371 -0.3600 -0.408
P -4.632 -1.379 -0.590 -0.5136 -0.3412 -0.1928 0.362
S -5.622 -1.549 -2.233 0.1954 -0.0127 0.0809 0.215
S -1.971 -0.753 0.211 0.0928 -0.3543 0.2613 0.542
O -2.634 -0.501 1.450 0.2673 -0.1001 -0.4421 -0.268
O -0.614 -1.170 0.124 -0.4314 0.1837 0.0439 -0.235
F -2.040 0.618 -0.577 0.0242 -0.1590 0.1192 -0.150
H 3.335 -3.051 0.672 -0.0411 0.0469 -0.0013 0.065
H 2.639 -1.864 1.780 0.0655 -0.0196 -0.0021 0.071
H 4.372 -1.859 1.477 -0.0259 -0.0521 -0.0672 0.062
H 3.762 -1.348 -1.017 0.0190 -0.0395 0.0827 0.101
H 2.134 -1.047 -0.432 0.0214 -0.0190 -0.1297 0.079
H 4.016 0.886 -0.680 -0.1399 0.0595 0.0800 0.094
H 4.386 0.391 0.958 0.0046 0.0511 -0.1117 0.088
H 2.449 1.251 1.852 0.0135 0.0072 -0.0495 0.096
H 1.481 0.826 0.462 0.0003 0.0288 0.0656 0.093
H 2.062 3.388 1.069 0.0763 0.0476 -0.0558 0.103
H 3.466 3.055 0.056 -0.0283 0.0129 0.0490 0.112
H 1.636 3.988 -1.294 -0.0923 -0.0167 0.0566 0.111
H 0.519 2.752 -0.698 0.0250 0.0616 -0.0450 0.113
H 3.022 2.113 -2.337 -0.0506 0.0735 -0.0780 0.124
H 1.771 1.001 -1.819 0.1134 0.0451 -0.0330 0.085
H 0.072 2.174 -3.161 0.0082 -0.1336 0.0031 0.098
H 1.236 3.376 -3.635 -0.0616 -0.0537 -0.0255 0.110
H 0.711 1.529 -5.350 0.1021 0.1069 -0.0378 0.100
H 2.364 2.051 -5.130 0.0005 -0.0374 0.0350 0.102
H 2.111 -0.217 -3.401 0.0142 0.0455 -0.0023 0.090
H 2.968 -0.078 -4.907 -0.0341 0.0111 0.0749 0.103
H 0.589 -0.664 -6.003 -0.0156 0.1425 0.0960 0.108
H 1.727 -1.857 -5.428 -0.1098 0.0317 -0.0811 0.102
H -0.662 -2.279 -4.746 0.1121 -0.1034 0.0221 0.108
H 0.566 -2.334 -3.467 -0.1532 -0.0883 -0.0130 0.111
H -0.828 0.284 -3.935 0.0322 0.0610 0.0090 0.103
H -0.281 -0.407 -2.415 0.0117 0.0995 -0.0189 0.094
H -2.867 -0.202 -2.878 0.0184 -0.0273 0.1432 0.090
H -2.637 -1.479 -4.028 -0.0297 0.0728 0.0515 0.111
H -3.062 -2.939 -2.353 -0.0507 0.0682 0.0390 0.092
H -1.426 -2.621 -1.813 -0.0549 0.0165 -0.0348 0.116
H -4.670 -0.133 0.027 0.1229 0.0492 0.0140 -0.018
H -5.040 -2.274 0.399 0.1171 0.0942 0.1769 -0.015
C 5.459 1.799 5.234 0.0338 0.0265 -0.0707 -0.061
C 4.483 0.955 4.430 0.0290 -0.0455 0.1289 -0.502
C 3.777 -0.076 5.295 -0.0356 -0.0354 -0.0703 -0.057
O 5.144 0.323 3.334 -0.0183 0.0507 -0.0424 -0.063
H 6.235 1.164 5.671 -0.0194 -0.0060 0.0334 0.081
H 5.947 2.534 4.594 -0.0132 -0.0005 -0.0031 0.079
H 4.953 2.323 6.045 -0.0062 -0.0086 0.0051 0.080
H 3.741 1.606 3.964 0.0038 0.0038 -0.0235 0.129
H 4.506 -0.763 5.733 0.0049 0.0203 0.0316 0.081
H 3.078 -0.662 4.697 0.0000 0.0131 -0.0047 0.076
H 3.227 0.399 6.108 0.0077 0.0065 0.0043 0.080
H 5.815 -0.268 3.691 0.0209 -0.0206 0.0134 0.089
C -7.942 0.259 3.536 0.0019 0.0545 -0.0545 -0.059
C -7.403 -0.770 2.557 -0.0104 -0.0061 0.1071 -0.492
C -6.833 -1.987 3.266 0.0462 -0.0102 -0.0611 -0.058
O -6.420 -0.179 1.701 0.0255 -0.0490 0.0066 -0.103
H -7.141 0.614 4.190 -0.0066 -0.0288 0.0268 0.083
H -8.350 1.118 3.004 -0.0054 -0.0120 -0.0068 0.080
H -8.726 -0.168 4.163 0.0049 -0.0085 0.0050 0.081
H -8.202 -1.083 1.882 0.0071 0.0081 -0.0293 0.140
H -6.000 -1.694 3.911 -0.0211 0.0050 0.0257 0.085
H -6.461 -2.716 2.545 -0.0197 -0.0013 -0.0028 0.068
H -7.589 -2.471 3.886 -0.0039 0.0066 0.0062 0.081
H -5.693 0.123 2.258 0.0155 0.0224 0.0121 0.086
```
Positions in Å, forces in eV/Å.

Output
Spin multiplicity = 1
Total energy = -2422.852561 a.u.
Total charge = 0

=====

4.
Entry from OMol25: an isolated molecule of C5H4O in a non-equilibrium geometry (ωB97M-V/def2-TZVPD).

```
10
Properties=species:S:1:pos:R:3:forces:R:3:lowdin_charge:R:1
C -1.347 0.124 0.155 -7.1947 -0.6484 -2.1560 -0.293
C 0.398 -1.185 0.018 -0.5520 0.1537 -0.6614 -0.018
C 0.550 1.052 0.035 -0.4446 1.4727 -0.5811 -0.041
C -0.136 -0.017 -0.695 -0.0455 0.5155 -1.2271 -0.150
C -0.132 -0.044 0.916 0.0166 0.4537 0.7795 -0.020
O -2.589 0.180 -0.005 5.1704 0.0315 1.5144 0.102
H 0.009 -2.148 -0.272 -0.6923 -0.1169 0.9562 0.123
H 1.426 -1.149 -0.003 2.3402 -0.2331 0.1908 0.081
H 1.584 1.092 0.040 2.0645 -0.6901 0.1805 0.083
H 0.236 2.096 -0.189 -0.6625 -0.9386 1.0042 0.136
```
Positions in Å, forces in eV/Å.

Output
SMILES = O=C1[C@]23C[C@]12C3
Energy above the lowest of the compared OMol25 structures with the same formula, charge and spin = 82.6 kcal per mole
Spin multiplicity = 1
Total charge = 0

=====

What did the second record say?
Entry from OMol25: an isolated molecule of C5H9N3 in a non-equilibrium geometry (ωB97M-V/def2-TZVPD).

```
17
Properties=species:S:1:pos:R:3:forces:R:3:lowdin_charge:R:1
C 0.671 0.520 0.151 -0.4966 0.0543 -0.7745 -0.314
C -1.246 -1.018 0.595 1.7799 -1.7273 0.3933 -0.044
C -0.950 -0.637 -0.975 -1.1833 -7.2151 1.9983 -0.296
C -1.138 0.196 -2.165 0.9599 0.3410 0.4292 0.036
C -0.566 0.635 -0.794 3.2328 6.1374 0.9544 -0.209
H 3.259 1.520 1.270 -1.3802 -4.0920 1.0366 0.158
H 2.042 0.657 2.172 0.8228 -0.2630 -0.7689 0.073
H 0.778 -0.978 1.664 -0.7411 0.3060 -0.6522 0.115
H -2.009 -0.401 1.130 0.4749 -0.4300 -0.7165 0.102
H -1.263 -2.136 1.016 -0.3161 2.2951 -1.3918 0.137
H -0.079 -1.231 -1.047 0.7002 -0.9219 -0.8307 0.122
H -0.698 0.097 -3.164 0.6570 -0.4673 0.9359 0.117
H -2.106 0.458 -2.276 -2.9956 1.7024 -0.3789 0.054
H -1.226 1.132 -0.091 -0.8239 0.8171 -0.8780 0.134
N 2.565 0.555 1.253 3.3863 4.6354 2.5660 -0.083
N 1.777 1.168 0.312 -3.7762 -1.1957 -2.9572 -0.093
N 0.188 -0.536 0.949 -0.3008 0.0236 1.0350 -0.010
```
Positions in Å, forces in eV/Å.

Output
SMILES = N/N=C1\NC[C@H]2C[C@H]12
Energy above the lowest of the compared OMol25 structures with the same formula, charge and spin = 164.0 kcal per mole
Spin multiplicity = 1
Total charge = 0